[1]
This record from OMol25 describes a structure of composition CBr3NO2 at a distorted geometry. The level of theory is the ωB97M-V functional and the def2-TZVPD basis.

Geometry as XYZ:
```
7
Properties=species:S:1:pos:R:3:forces:R:3:lowdin_charge:R:1
C -1.094 -0.024 0.200 0.2 -2.0 -0.1 -1.68
N 1.518 0.079 -0.285 -0.2 -1.3 0.6 -0.23
O 1.739 1.173 -0.704 0.6 -1.3 0.4 0.09
O 2.132 -0.915 0.078 -0.8 2.7 -1.0 0.07
Br -0.926 -1.080 1.872 -0.4 1.1 -1.6 0.55
Br -1.615 1.721 0.228 0.0 0.6 0.5 0.67
Br -1.754 -0.954 -1.389 0.5 0.3 1.2 0.54
```
Forces are in eV/Å.

Results
Total charge: 0
LUMO level (spin up / spin down) in eV: -1.31 / -1.39
Frontier orbital gap (spin up / spin down) in eV: 8.87 / 7.48
Highest occupied orbital energy (spin up / spin down) in eV: -10.17 / -8.86

[2]
This record from OMol25 describes the ion C7H9N2O2 with charge -1 at a distorted geometry. The level of theory is the ωB97M-V functional and the def2-TZVPD basis.

Geometry as XYZ:
```
20
Properties=species:S:1:pos:R:3:forces:R:3:lowdin_charge:R:1
C -0.511 -1.027 -1.187 -1.8 1.8 -2.3 -0.07
C -1.083 -0.847 0.137 -0.3 0.9 1.7 -0.22
C -0.270 -0.907 1.213 -2.7 0.8 0.2 -0.11
C 1.142 -1.073 1.321 1.3 -1.8 -1.2 -0.13
C 2.034 -0.305 0.703 1.7 -0.1 0.5 -0.16
C 1.722 0.837 -0.147 -2.9 1.3 2.3 -0.19
N 0.652 1.527 0.273 3.5 -1.3 -1.3 -0.03
N 0.150 2.580 -0.430 -2.0 -0.5 1.0 0.01
C -2.496 -0.232 0.288 -0.9 0.3 -0.7 -0.66
O -2.754 0.762 -0.502 0.9 -1.4 1.3 -0.13
O -3.260 -0.779 1.114 0.5 0.6 -0.4 -0.07
H -1.076 -0.414 -2.028 1.2 -0.9 1.9 0.13
H -0.559 -2.023 -1.500 0.1 -1.8 -0.5 0.05
H 0.483 -0.722 -1.030 1.3 0.1 -1.0 0.02
H -0.714 -0.585 2.146 -0.4 -0.2 0.3 0.11
H 1.503 -2.064 1.657 0.0 0.7 0.5 0.11
H 3.114 -0.553 0.782 -0.7 -0.1 -0.1 0.09
H 2.342 0.795 -1.044 -0.5 1.2 -0.5 0.10
H 0.481 2.604 -1.360 0.3 0.0 -1.4 0.05
H -0.902 2.427 -0.405 1.4 0.4 -0.1 0.10
```
Forces are in eV/Å.

Results
Total charge: -1
LUMO level in eV: 3.61
Frontier orbital gap in eV: 7.67
Highest occupied orbital energy in eV: -4.07

[3]
This record from OMol25 describes a structure of composition C20H37AsF3N4O4S2Tl. The level of theory is the ωB97M-V functional and the def2-TZVPD basis.

Geometry as XYZ:
```
72
Properties=species:S:1:pos:R:3:forces:R:3:lowdin_charge:R:1
Tl -0.655 -0.639 -0.662 0.0 -0.1 0.0 0.71
N -2.156 0.540 1.035 0.0 0.0 0.1 -0.26
C -3.094 -0.185 1.851 0.0 0.0 0.0 -0.41
C -2.634 -1.627 2.037 0.0 0.0 0.0 -0.23
N -2.318 -2.340 0.802 -0.1 0.0 -0.1 -0.22
C -1.700 -3.630 1.096 0.0 0.0 0.0 -0.19
C -0.300 -3.523 1.686 0.0 0.0 0.0 -0.28
N 0.549 -2.757 0.794 0.0 0.1 0.1 -0.07
C -3.507 -2.503 -0.036 0.0 0.0 0.1 -0.21
C -3.208 -2.977 -1.450 0.0 0.0 0.0 -0.25
N -2.448 -1.979 -2.203 -0.1 0.1 -0.1 -0.05
H -0.495 0.744 1.968 -0.1 0.0 -0.1 -0.02
H -2.460 1.510 0.979 0.0 0.0 -0.1 -0.01
H -4.132 -0.195 1.461 0.0 0.0 0.0 0.08
H -3.198 0.205 2.887 0.0 0.0 0.0 0.09
H -3.401 -2.190 2.608 0.0 0.0 0.0 0.12
H -1.727 -1.607 2.644 0.0 0.0 0.0 0.10
H -1.626 -4.203 0.171 0.0 0.0 0.0 0.11
H -2.337 -4.204 1.796 0.0 0.0 0.0 0.12
H 0.049 -4.555 1.842 0.0 0.0 0.0 0.11
H -0.321 -3.041 2.668 0.0 0.0 0.0 0.09
H 0.642 -3.269 -0.094 0.0 0.0 -0.1 -0.10
H 1.477 -2.623 1.176 0.0 0.0 0.0 0.07
H -4.002 -1.531 -0.090 0.0 0.0 0.0 0.10
H -4.215 -3.207 0.443 0.0 0.0 0.0 0.12
H -4.166 -3.221 -1.931 0.0 0.0 0.0 0.11
H -2.633 -3.904 -1.473 -0.1 0.0 0.0 0.07
H -3.081 -1.328 -2.658 0.0 0.0 0.0 0.07
H -1.918 -2.475 -2.944 0.0 0.0 0.1 0.02
C -1.076 4.479 -3.289 0.0 0.0 0.0 -0.38
As -0.758 2.705 -2.483 0.0 0.0 0.0 1.04
C -2.641 2.299 -2.124 0.0 -0.1 -0.1 -0.35
C -0.339 3.366 -0.686 0.0 -0.1 0.0 -0.34
H -1.751 5.075 -2.672 0.0 0.0 0.0 0.01
H -1.513 4.355 -4.281 0.0 0.0 0.0 0.00
H -0.128 5.008 -3.396 0.0 0.0 0.0 0.00
H -3.152 3.182 -1.734 0.0 0.0 0.0 0.02
H -2.692 1.496 -1.386 0.0 0.0 0.0 -0.03
H -3.129 1.968 -3.041 0.0 0.0 0.0 0.01
H -1.052 4.135 -0.382 0.0 0.0 0.0 0.02
H 0.673 3.772 -0.664 0.0 0.0 0.0 0.02
H -0.389 2.529 0.011 0.0 0.0 0.0 -0.03
C 0.573 -0.832 -4.427 0.0 0.0 0.0 -0.11
C 1.893 -0.922 -3.695 -0.1 -0.1 0.1 -0.34
O 2.135 0.210 -2.853 0.2 0.2 -0.1 -0.16
H 0.374 -1.769 -4.948 0.0 0.0 0.0 0.07
H 0.565 0.002 -5.141 0.0 0.0 0.0 0.06
H -0.242 -0.687 -3.717 0.0 0.0 0.0 0.02
H 2.720 -1.038 -4.409 0.0 0.0 0.0 0.10
H 1.882 -1.799 -3.046 0.0 0.0 0.0 0.05
H 1.816 0.996 -3.310 -0.1 -0.1 0.0 0.03
O -1.653 -5.551 -2.479 0.0 0.0 0.0 -0.50
S -0.629 -4.926 -3.338 0.0 0.1 0.1 0.00
O -1.178 -3.702 -3.982 0.0 -0.1 -0.2 -0.50
O -0.084 -5.852 -4.330 0.0 0.0 0.0 -0.48
S 0.904 -4.296 -2.112 0.0 -0.1 0.0 0.14
F 7.335 3.910 3.711 0.0 0.0 0.0 0.13
C 6.376 3.920 4.662 -0.2 0.0 -0.1 -0.58
F 6.250 5.198 5.066 0.0 0.0 0.0 0.12
F 6.885 3.235 5.711 0.0 0.0 0.0 0.12
C 5.085 3.331 4.175 0.1 0.1 0.0 -0.14
C 3.918 4.081 4.146 0.0 0.0 0.0 -0.02
C 2.741 3.506 3.694 0.0 0.0 0.0 -0.02
C 2.714 2.177 3.268 -0.1 0.0 -0.1 -0.24
C 3.901 1.436 3.294 0.0 0.0 0.0 -0.01
C 5.075 2.008 3.746 0.0 0.0 0.0 -0.02
C 1.496 1.588 2.801 0.1 0.0 0.0 -0.09
C 0.476 1.092 2.392 0.0 0.1 0.1 0.13
H 3.928 5.111 4.474 0.0 0.0 0.0 0.11
H 1.827 4.082 3.663 0.0 0.0 0.0 0.12
H 3.886 0.411 2.949 0.0 0.0 0.0 0.12
H 5.989 1.428 3.762 0.0 0.0 0.0 0.12
```
Forces are in eV/Å.

Results
Total charge: -2
LUMO level in eV: 3.65
Frontier orbital gap in eV: 4.60
Highest occupied orbital energy in eV: -0.95

[4]
This record from OMol25 describes a cluster of 3 separate species, C22H28N2O10S in total at a distorted geometry. The level of theory is the ωB97M-V functional and the def2-TZVPD basis.

Geometry as XYZ:
```
63
Properties=species:S:1:pos:R:3:forces:R:3:lowdin_charge:R:1
C -3.913 4.660 -8.885 0.1 0.0 0.3 -0.21
C -4.102 3.758 -7.521 -0.7 0.0 -0.7 -0.52
S -2.401 3.620 -6.704 -0.8 -0.9 -0.1 0.77
C -2.305 1.853 -6.040 -1.0 -0.6 0.1 -0.36
C -2.104 1.788 -4.412 1.7 -1.1 -0.4 -0.34
C -0.841 0.815 -3.909 -0.3 -0.2 -1.4 -0.10
O 0.389 1.620 -3.888 -0.1 -2.0 2.5 -0.15
C 1.215 1.359 -2.700 0.2 1.2 1.5 -0.19
O 2.264 0.339 -2.896 0.0 1.9 0.7 -0.17
C 3.451 0.599 -2.066 0.6 -0.5 1.2 -0.17
C 3.131 0.819 -0.463 1.4 -1.0 1.0 -0.22
O 2.903 2.232 -0.083 0.1 -1.2 0.4 -0.15
C -2.042 3.200 -3.552 -1.8 -0.1 -0.6 -0.08
O -2.557 2.688 -2.241 -2.5 -2.3 -2.5 -0.05
C -3.640 1.768 -2.702 -5.3 -1.1 1.9 -0.25
O -4.861 1.619 -2.169 8.7 1.2 -3.2 0.02
O -3.283 0.999 -3.923 0.6 4.6 3.4 -0.02
H -3.912 5.809 -8.597 0.0 -2.4 -0.7 0.08
H -2.870 4.401 -9.398 -2.4 0.5 1.0 0.08
H -4.811 4.449 -9.617 1.9 0.5 1.4 0.08
H -4.436 2.661 -7.786 0.6 2.3 0.5 0.08
H -4.906 4.286 -6.829 1.8 -1.3 -1.3 0.09
H -3.368 1.355 -6.261 2.4 1.0 0.5 0.11
H -1.500 1.261 -6.649 -1.4 1.2 1.5 0.10
H -0.674 -0.064 -4.691 -0.6 1.8 1.6 0.15
H -1.137 0.326 -2.888 0.7 1.2 -1.7 0.14
H 1.672 2.414 -2.378 -0.7 -2.3 -1.0 0.16
H 0.591 1.006 -1.747 0.8 0.7 -2.3 0.15
H 4.131 1.478 -2.435 -1.6 -1.4 0.5 0.14
H 4.119 -0.389 -2.127 -1.7 2.1 0.1 0.14
H 2.285 0.088 -0.049 1.6 1.7 -1.2 0.11
H 4.124 0.493 0.113 -2.0 0.5 -1.4 0.13
H 3.083 2.382 0.893 -0.3 -0.7 -1.8 0.11
H -2.899 3.955 -3.870 2.1 -1.6 0.1 0.14
H -1.022 3.776 -3.472 -2.0 -1.7 0.0 0.16
O 1.583 -1.228 3.850 -0.8 0.4 -1.8 0.04
N 1.036 -1.018 2.757 0.8 0.8 0.2 -0.29
O 1.276 -0.045 2.027 -0.3 -1.4 1.2 0.05
C 0.032 -1.986 2.298 -0.7 -0.6 -0.3 -0.13
C -0.298 -3.081 3.108 0.0 0.0 0.0 0.00
C -1.271 -3.984 2.678 0.1 0.3 -0.2 -0.06
C -1.904 -3.797 1.448 0.1 0.1 0.0 -0.07
C -1.566 -2.712 0.638 0.2 0.0 0.4 -0.06
C -0.596 -1.800 1.059 0.0 0.0 0.0 0.00
H 0.186 -3.240 4.070 0.0 0.2 -0.2 0.12
H -1.539 -4.834 3.302 0.1 0.2 -0.1 0.11
H -2.666 -4.501 1.118 0.2 0.2 0.1 0.11
H -2.061 -2.575 -0.321 0.1 0.0 0.2 0.11
H -0.346 -0.957 0.418 0.1 -0.1 0.3 0.11
O 2.155 -0.770 10.497 0.6 -1.7 -0.2 0.06
N 2.531 -1.937 10.318 -0.1 0.5 1.3 -0.33
O 2.818 -2.730 11.227 -0.4 1.2 -1.3 0.06
C 2.651 -2.412 8.934 0.1 -0.3 -1.0 -0.14
C 2.374 -1.538 7.874 0.1 -0.1 0.1 0.01
C 2.512 -1.988 6.560 0.1 -0.1 0.3 -0.07
C 2.920 -3.299 6.309 0.0 0.0 0.2 -0.07
C 3.185 -4.171 7.366 -0.1 0.4 0.1 -0.07
C 3.053 -3.731 8.685 0.0 0.1 0.0 0.00
H 2.055 -0.513 8.053 0.1 -0.3 0.2 0.12
H 2.306 -1.316 5.730 0.1 -0.2 0.5 0.07
H 3.032 -3.644 5.282 0.0 0.1 0.2 0.11
H 3.500 -5.192 7.162 -0.1 0.2 0.1 0.11
H 3.267 -4.422 9.498 -0.1 0.4 -0.1 0.12
```
Forces are in eV/Å.

Results
Total charge: 0
LUMO level in eV: -1.23
Frontier orbital gap in eV: 7.80
Highest occupied orbital energy in eV: -9.03

[5]
This record from OMol25 describes an isolated molecule of C7H15NO4 at a distorted geometry. The level of theory is the ωB97M-V functional and the def2-TZVPD basis.

Geometry as XYZ:
```
27
Properties=species:S:1:pos:R:3:forces:R:3:lowdin_charge:R:1
C 1.632 1.331 0.693 -0.1 3.7 0.3 -0.11
N 0.435 0.840 0.125 -3.1 -1.2 2.2 -0.17
C -0.566 0.235 1.125 -0.7 2.0 -3.0 -0.22
C -0.004 -0.639 2.162 -0.6 0.0 2.2 -0.26
O 0.796 -1.776 1.974 -0.8 -0.6 -0.9 -0.02
C -1.552 -0.400 0.080 2.2 1.0 -0.8 -0.29
O -2.335 -1.397 0.574 -2.1 -0.9 1.7 -0.01
C -0.549 -1.062 -0.981 -4.1 0.6 0.5 -0.24
O -1.267 -1.246 -2.225 -0.1 -0.3 -0.1 -0.04
C 0.610 -0.159 -0.984 0.5 2.9 1.5 -0.23
C 0.639 0.763 -2.191 1.3 -1.3 -2.5 -0.20
O -0.268 1.875 -2.179 -0.6 -2.3 -1.3 -0.03
H 2.006 2.213 0.017 -0.3 -1.3 1.4 0.12
H 2.391 0.604 0.665 1.5 -1.1 0.4 0.05
H 1.477 1.757 1.776 0.3 -0.8 -2.2 0.13
H -1.115 1.054 1.761 1.1 -1.1 -1.3 0.18
H 0.631 0.042 2.735 -0.5 0.1 0.8 0.11
H -0.950 -0.934 2.698 1.3 -0.1 0.2 0.14
H 1.587 -1.488 1.531 0.7 0.0 -0.3 0.07
H -2.154 0.388 -0.458 0.8 -0.5 0.5 0.17
H -2.960 -1.036 1.258 0.8 -0.5 -1.1 0.13
H -0.299 -2.020 -0.658 0.5 -1.6 1.0 0.13
H -1.983 -1.939 -2.153 1.4 1.2 0.4 0.13
H 1.519 -0.640 -0.577 0.2 -0.4 -1.8 0.15
H 1.580 1.290 -2.231 1.0 -0.6 -0.2 0.11
H 0.571 0.037 -3.081 -0.3 1.8 0.8 0.15
H 0.129 2.310 -1.456 -0.1 1.4 1.6 0.04
```
Forces are in eV/Å.

Results
Total charge: 0
LUMO level in eV: 0.54
Frontier orbital gap in eV: 9.34
Highest occupied orbital energy in eV: -8.80

[6]
This record from OMol25 describes an isolated molecule of H4O2P2 at a distorted geometry. The level of theory is the ωB97M-V functional and the def2-TZVPD basis.

Geometry as XYZ:
```
8
Properties=species:S:1:pos:R:3:forces:R:3:lowdin_charge:R:1
O 0.739 2.142 -0.174 -1.8 -0.6 1.1 -0.46
P -0.545 1.025 0.056 1.3 0.8 -1.0 0.63
P 0.194 -1.028 -0.258 -0.2 0.4 1.9 0.57
O -0.215 -1.458 1.347 1.0 -0.7 -0.3 -0.52
H 1.481 1.825 -0.662 0.7 -0.5 -0.6 0.00
H -0.919 0.849 -1.304 -0.2 0.5 -0.2 -0.12
H -1.102 -1.208 -0.725 -0.5 -0.3 -0.5 -0.12
H 0.366 -2.147 1.720 -0.3 0.4 -0.4 0.02
```
Forces are in eV/Å.

Results
Total charge: 0
LUMO level in eV: 0.51
Frontier orbital gap in eV: 9.79
Highest occupied orbital energy in eV: -9.28

[7]
This record from OMol25 describes an isolated molecule of C19H17F3N6O3S at a distorted geometry. The level of theory is the ωB97M-V functional and the def2-TZVPD basis.

Geometry as XYZ:
```
49
Properties=species:S:1:pos:R:3:forces:R:3:lowdin_charge:R:1
O -0.509 1.640 1.905 1.8 1.5 0.0 0.09
C -1.262 0.875 1.372 1.4 0.6 0.7 -0.55
N -2.260 0.419 2.161 -1.3 -0.5 0.3 0.13
C -3.008 -0.706 1.851 -1.2 -1.3 -0.3 -0.25
C -2.876 -1.842 2.648 0.0 -0.6 -0.2 0.01
C -3.589 -3.001 2.361 0.0 0.8 -0.2 -0.05
C -4.448 -3.019 1.288 -0.9 -0.3 -1.5 -0.03
C -4.611 -1.898 0.446 1.1 0.3 1.3 -0.12
C -5.648 -1.915 -0.642 0.2 0.1 0.0 -0.52
F -5.318 -1.032 -1.657 -0.8 -1.1 1.1 0.11
F -5.803 -3.155 -1.184 0.1 1.1 0.2 0.12
F -6.837 -1.567 -0.080 0.5 0.0 -1.0 0.14
C -3.898 -0.716 0.757 -0.3 -0.8 0.4 0.04
N -1.104 0.412 0.095 -1.4 -1.7 -0.8 0.17
C 0.120 0.336 -0.600 -0.1 0.4 0.7 -0.13
C 0.910 1.445 -0.744 0.5 1.4 -0.9 0.04
C 2.111 1.380 -1.464 -0.4 0.5 0.9 -0.25
S 3.144 2.804 -1.743 0.8 2.1 -1.1 0.68
O 4.144 2.548 -2.775 -1.0 -0.6 1.6 -0.29
O 2.325 3.990 -1.977 0.1 -1.5 0.5 -0.31
N 3.899 2.981 -0.240 0.4 0.0 -0.6 -0.10
C 5.099 3.862 -0.253 0.5 -0.7 0.0 -0.33
C 5.967 3.956 1.029 -1.0 -1.0 -0.5 -0.09
C 6.424 3.111 -0.182 -0.7 0.7 0.5 -0.11
C 2.530 0.166 -1.902 -1.1 -1.2 0.0 -0.09
N 1.759 -0.934 -1.783 -0.2 0.0 0.3 0.17
C 0.588 -0.865 -1.147 0.8 0.8 -0.8 -0.19
N -0.175 -2.034 -1.046 0.9 -0.7 -0.3 0.00
C -1.531 -2.253 -1.175 -0.6 0.4 0.1 -0.09
C -1.728 -3.543 -0.844 -1.1 -0.7 0.1 -0.15
N -0.549 -4.164 -0.528 0.1 0.1 -0.5 0.08
C 0.373 -3.255 -0.717 -0.9 -0.5 0.6 -0.13
H -2.052 0.556 3.151 0.0 0.2 -0.6 0.17
H -2.171 -1.881 3.469 0.0 0.3 0.0 0.12
H -3.485 -3.884 2.958 0.1 -0.3 0.3 0.11
H -4.995 -3.943 1.028 0.3 0.6 0.3 0.13
H -4.065 0.210 0.222 0.0 -0.1 -0.2 0.14
H -1.713 -0.396 -0.094 0.4 0.7 0.1 0.08
H 0.572 2.424 -0.430 -0.2 -0.1 0.3 0.13
H 3.162 3.309 0.371 0.0 0.2 0.3 0.10
H 5.039 4.701 -0.967 0.1 -0.3 0.7 0.14
H 6.421 4.927 1.295 -0.2 -0.8 -0.5 0.10
H 5.613 3.377 1.911 0.2 0.5 -0.8 0.10
H 6.351 2.010 -0.164 0.1 0.8 0.3 0.11
H 7.241 3.522 -0.752 0.0 -0.1 -0.2 0.09
H 3.462 0.085 -2.392 0.8 -0.4 -0.5 0.11
H -2.305 -1.550 -1.458 0.5 0.1 -0.2 0.12
H -2.720 -4.025 -0.831 0.9 0.1 0.0 0.11
H 1.404 -3.470 -0.547 0.5 0.5 -0.1 0.12
```
Forces are in eV/Å.

Results
Total charge: 0
LUMO level in eV: -0.16
Frontier orbital gap in eV: 9.22
Highest occupied orbital energy in eV: -9.38

For reference, energy by record: -216743.75866; -14478.30335; -130845.37817; -57545.83449; -17179.18236; -22737.11300; -54048.83275 eV.
For reference, ΔE to the lowest compared entry with this formula, charge and spin by record: 41.30; 65.61; 26.94; 308.15; 59.89; 19.02; 1.14 kcal/mol.